{"formula": "C28H88BFN5O23", "method": "ωB97M-V/def2-TZVPD", "symbols": ["C", "C", "C", "C", "N", "N", "C", "B", "O", "O", "C", "N", "C", "C", "C", "O", "O", "N", "C", "C", "O", "O", "N", "F", "H", "H", "H", "H", "H", "H", "H", "H", "H", "H", "H", "H", "H", "H", "H", "H", "H", "H", "H", "H", "C", "O", "H", "H", "H", "H", "C", "O", "H", "H", "H", "H", "C", "O", "H", "H", "H", "H", "C", "O", "H", "H", "H", "H", "C", "O", "H", "H", "H", "H", "C", "O", "H", "H", "H", "H", "C", "O", "H", "H", "H", "H", "C", "O", "H", "H", "H", "H", "C", "O", "H", "H", "H", "H", "C", "O", "H", "H", "H", "H", "C", "O", "H", "H", "H", "H", "C", "O", "H", "H", "H", "H", "C", "O", "H", "H", "H", "H", "C", "O", "H", "H", "H", "H", "C", "O", "H", "H", "H", "H", "C", "O", "H", "H", "H", "H", "C", "O", "H", "H", "H", "H"], "coordinates": [[3.628265, -2.186570, -0.416043], [2.302162, -2.765738, 0.390680], [1.346715, -1.601438, 1.036150], [1.082593, -0.299409, 0.079577], [0.597809, -0.602776, -1.316403], [-0.771558, -0.456306, -1.467192], [-1.236577, 0.928881, -1.964302], [-1.342705, 0.761002, -3.627694], [-2.449201, 0.020621, -4.298191], [-0.233974, 1.362556, -4.401274], [-1.618154, -1.509112, -1.212112], [-1.073874, -2.864873, -0.721406], [-2.333211, -3.694917, -0.622127], [-2.197973, -5.264099, -0.172222], [-2.612932, -6.160571, -1.521990], [-3.760545, -6.836450, -1.618581], [-1.661900, -6.135839, -2.653216], [-3.508532, -2.832016, -1.020491], [-4.832036, -3.558536, -0.989044], [-6.139011, -2.627287, -0.659362], [-6.729931, -2.609449, 0.544211], [-6.788317, -1.770578, -1.705532], [-3.143164, -1.541611, -1.368843], [-4.002680, -0.588353, -1.800021], [4.200648, -3.157892, -0.807304], [4.362940, -1.584680, 0.270731], [3.314724, -1.603731, -1.400432], [2.575284, -3.635468, 1.160836], [1.644360, -3.308240, -0.445006], [0.331221, -2.052497, 1.470056], [1.924525, -1.195944, 1.999032], [2.053157, 0.378893, 0.062003], [0.253836, 0.359977, 0.622911], [0.961084, -1.501248, -1.699370], [-0.455537, 1.775877, -1.674600], [-2.261020, 1.260740, -1.478680], [-2.317514, -0.951899, -4.026659], [0.532823, 0.688025, -4.375373], [-1.064182, -5.480188, 0.134517], [-2.940698, -5.475664, 0.737033], [-0.915790, -6.767342, -2.420269], [-4.868800, -4.465697, -0.214577], [-5.039806, -4.066418, -2.048573], [-6.240505, -1.796829, -2.551443], [-8.017347, 1.651525, -0.391414], [-7.556501, 0.602896, 0.440479], [-8.260657, 2.516832, 0.229584], [-7.233890, 1.924851, -1.102503], [-8.912897, 1.326609, -0.926626], [-7.348609, -0.150583, -0.137959], [-0.841928, 5.250944, -3.115995], [-0.381081, 4.202315, -2.284101], [-1.085237, 6.116251, -2.494997], [-0.058470, 5.524270, -3.827083], [-1.737478, 4.926028, -3.651206], [-0.173189, 3.448837, -2.862540], [3.783558, -6.373007, -0.126362], [3.777456, -5.284579, 0.778810], [3.751198, -5.986007, -1.147527], [4.696897, -6.957086, 0.010836], [2.906818, -7.000625, 0.050989], [3.806690, -5.658622, 1.675904], [-3.580935, -4.909492, 3.945665], [-3.566386, -5.691211, 2.765515], [-2.665467, -4.314835, 3.989198], [-4.446046, -4.242012, 3.931045], [-3.628278, -5.565769, 4.818070], [-4.390271, -6.207575, 2.754447], [6.975534, -0.766034, -0.860263], [5.848121, 0.087436, -0.792597], [6.707523, -1.664912, -1.420426], [7.793162, -0.251376, -1.370922], [7.282232, -1.047041, 0.150183], [6.116043, 0.875741, -0.290270], [-2.199619, 5.378852, 1.168674], [-0.902479, 4.880569, 0.898133], [-2.365732, 5.369450, 2.248448], [-2.281786, 6.403730, 0.798495], [-2.943847, 4.743593, 0.682257], [-0.783920, 4.900863, -0.066788], [1.819065, 7.332666, 2.302378], [1.833614, 6.550948, 1.122228], [2.734533, 7.927323, 2.345911], [0.953954, 8.000146, 2.287758], [1.771722, 6.676389, 3.174783], [1.009729, 6.034583, 1.111160], [2.939198, 6.365083, 6.043134], [1.685633, 6.562969, 5.415866], [3.608743, 7.182229, 5.764614], [2.807802, 6.358261, 7.127961], [3.368090, 5.416411, 5.711314], [1.113150, 5.823149, 5.681329], [2.484285, 2.694820, 2.858360], [2.000835, 1.888564, 1.799929], [3.159197, 2.100043, 3.478302], [3.028044, 3.549161, 2.447767], [1.645080, 3.041411, 3.466341], [1.405175, 2.442800, 1.267432], [0.019065, -4.334877, 5.779663], [0.033614, -5.116595, 4.599513], [0.934533, -3.740220, 5.823195], [-0.846046, -3.667397, 5.765043], [-0.028278, -4.991154, 6.652068], [-0.790271, -5.632959, 4.588445], [-0.707232, -0.655849, 6.055060], [0.602166, -1.001306, 5.642525], [-0.908190, -1.118845, 7.024000], [-0.786014, 0.430010, 6.149204], [-1.429895, -1.022154, 5.321842], [0.751781, -0.576596, 4.780680], [2.769950, -1.406263, -4.671216], [1.948813, -0.495855, -3.963443], [2.884281, -1.055963, -5.699716], [3.752161, -1.458513, -4.195095], [2.301929, -2.393671, -4.674887], [1.865483, -0.832658, -3.055059], [7.569950, 0.792013, -4.490181], [6.748813, 1.702421, -3.782408], [7.684281, 1.142313, -5.518681], [8.552161, 0.739763, -4.014060], [7.101929, -0.195395, -4.493853], [6.665483, 1.365618, -2.874025], [-3.999619, 4.313962, 5.013351], [-2.702479, 3.815679, 4.742810], [-4.165732, 4.304560, 6.093125], [-4.081786, 5.338840, 4.643173], [-4.743847, 3.678703, 4.526934], [-2.583920, 3.835973, 3.777889], [-8.807232, -4.090023, 3.319472], [-7.497834, -4.435480, 2.906937], [-9.008190, -4.553019, 4.288412], [-8.886014, -3.004164, 3.413616], [-9.529895, -4.456328, 2.586254], [-7.348219, -4.010770, 2.045092], [2.622200, 2.773263, -6.240921], [1.368635, 2.971149, -6.868190], [3.291745, 3.590410, -6.519442], [2.490804, 2.766442, -5.156095], [3.051092, 1.824591, -6.572741], [0.796152, 2.231329, -6.602726], [6.166560, 2.842702, -7.971585], [6.160458, 3.931130, -7.066413], [6.134200, 3.229702, -8.992750], [7.079899, 2.258622, -7.834387], [5.289820, 2.215084, -7.794233], [6.189692, 3.557087, -6.169319]], "atomic_forces_ev_per_a": [[-0.13, -1.49, 0.02], [-0.82, -0.10, -1.04], [0.66, 0.01, 1.21], [0.36, 0.51, 2.00], [1.04, -0.39, 0.74], [-2.86, -0.77, 0.10], [-0.72, 0.99, 0.02], [0.85, 0.39, -1.88], [3.04, -0.57, 2.26], [-1.79, -2.61, 1.75], [-0.03, -1.61, 0.73], [-7.31, 1.20, -1.52], [2.66, 5.40, -1.33], [-0.90, 0.48, -0.83], [-4.46, -3.32, -1.01], [7.54, 4.84, 0.73], [-1.27, -0.88, 3.36], [1.37, -5.34, 2.16], [-2.41, -0.43, -1.36], [-4.03, 1.57, 4.77], [4.13, -0.30, -8.10], [3.24, -2.76, 1.65], [5.66, -1.03, 1.01], [0.34, -1.12, 0.38], [-1.12, 2.15, 0.91], [-1.64, -0.97, -1.56], [0.73, -0.82, 2.22], [-0.60, 2.45, -1.74], [1.31, 0.93, 1.69], [2.17, 0.88, -1.20], [-1.27, -0.62, -2.11], [-2.05, -1.64, -0.27], [1.73, -1.38, -1.35], [-0.91, 0.59, 0.89], [-1.49, -2.35, -0.38], [2.06, -1.01, -0.79], [-0.55, 2.05, -0.70], [-0.83, 1.13, 0.01], [-2.57, 0.86, -0.80], [1.63, 0.32, -1.92], [-1.13, 1.04, -0.34], [0.54, 2.42, -1.45], [0.49, 1.20, 2.13], [-0.94, -0.05, 1.45], [0.00, -0.18, -0.09], [0.31, -0.46, -0.04], [0.06, -0.20, -0.05], [-0.12, 0.24, -0.14], [-0.04, 0.25, -0.11], [-0.23, 0.33, 0.44], [-0.01, 0.14, -0.40], [0.07, -0.77, 0.32], [0.08, -0.17, -0.03], [-0.18, 0.16, -0.03], [-0.02, 0.24, -0.10], [0.09, 0.43, 0.16], [0.07, -0.16, 0.16], [0.14, -0.21, 0.56], [0.02, 0.04, 0.18], [-0.09, -0.15, -0.23], [0.05, -0.19, -0.19], [0.05, 0.27, -0.43], [-0.21, 0.25, 0.31], [-0.30, -0.51, -0.70], [-0.07, -0.12, -0.12], [0.07, 0.04, 0.23], [0.00, 0.18, 0.11], [0.40, 0.22, 0.00], [0.19, 0.03, 0.13], [-0.14, 0.71, 0.04], [-0.05, 0.18, 0.08], [0.21, -0.24, 0.02], [0.20, -0.16, -0.12], [-0.27, -0.39, -0.23], [-0.03, 0.07, -0.19], [0.48, -0.14, -0.33], [0.12, 0.06, -0.14], [-0.26, 0.00, 0.14], [-0.20, 0.12, 0.08], [0.09, -0.19, 0.28], [-0.16, -0.25, 0.15], [-0.21, -0.44, -0.52], [-0.12, -0.10, -0.10], [0.06, 0.16, 0.23], [0.01, 0.37, 0.06], [0.32, 0.21, 0.02], [-0.05, -0.14, 0.12], [-0.54, -0.32, 0.08], [-0.19, -0.10, -0.01], [0.27, -0.01, 0.03], [0.25, 0.02, 0.13], [0.22, 0.49, -0.16], [0.04, 0.34, 0.07], [-0.41, -0.09, -0.44], [-0.13, 0.00, -0.16], [0.02, 0.08, 0.24], [0.15, 0.12, 0.16], [0.33, -0.21, 0.27], [-0.04, -0.04, 0.20], [-0.39, -0.45, -0.50], [-0.22, -0.10, -0.10], [0.08, 0.16, 0.23], [0.00, 0.18, 0.16], [0.54, 0.20, -0.04], [0.02, 0.17, -0.12], [0.38, 0.05, -0.48], [0.12, 0.04, -0.16], [-0.28, -0.03, 0.10], [-0.25, 0.07, 0.12], [0.02, -0.26, 0.51], [0.24, -0.24, -0.22], [-0.51, 0.08, 0.50], [-0.06, -0.01, 0.21], [0.02, -0.08, -0.15], [0.17, -0.08, -0.15], [0.12, 0.72, -0.52], [0.00, -0.05, 0.22], [-0.19, 0.09, 0.40], [-0.04, 0.00, 0.18], [0.11, -0.17, -0.22], [0.18, -0.14, -0.17], [-0.17, 0.23, -0.44], [-0.09, 0.05, -0.17], [0.45, -0.16, -0.47], [0.12, -0.03, -0.19], [-0.25, 0.04, 0.12], [-0.21, 0.13, 0.12], [0.02, -0.07, 0.60], [-0.09, 0.12, -0.11], [0.54, -0.07, -0.46], [0.11, 0.04, -0.17], [-0.23, -0.03, 0.08], [-0.20, 0.08, 0.16], [-0.01, -0.13, 0.51], [-0.16, -0.04, 0.05], [-0.46, -0.28, -0.05], [-0.14, -0.11, -0.01], [0.27, -0.05, 0.10], [0.26, -0.02, 0.12], [0.18, 0.51, -0.13], [0.01, -0.01, 0.21], [-0.04, 0.03, 0.50], [0.01, 0.01, 0.21], [-0.03, -0.18, -0.22], [0.03, -0.19, -0.22], [0.01, 0.30, -0.39]], "lowdin_charge": [-0.113, -0.250, -0.198, -0.172, -0.034, -0.112, 0.011, -0.380, 0.044, 0.031, -0.039, 0.171, -0.046, 0.012, -0.268, 0.022, -0.006, -0.018, -0.009, -0.206, 0.024, 0.012, 0.011, 0.104, 0.083, 0.085, 0.066, 0.106, 0.087, 0.104, 0.124, 0.131, 0.138, 0.114, 0.138, 0.142, 0.113, 0.095, 0.164, 0.119, 0.139, 0.171, 0.167, 0.126, -0.162, -0.136, 0.082, 0.070, 0.080, 0.030, -0.131, -0.148, 0.083, 0.090, 0.083, 0.050, -0.148, -0.166, 0.078, 0.082, 0.075, 0.098, -0.137, -0.154, 0.069, 0.083, 0.090, 0.097, -0.157, -0.154, 0.082, 0.073, 0.083, 0.095, -0.137, -0.138, 0.066, 0.089, 0.081, 0.056, -0.157, -0.145, 0.083, 0.079, 0.050, 0.037, -0.155, -0.149, 0.084, 0.077, 0.072, 0.086, -0.142, -0.163, 0.083, 0.083, 0.078, 0.078, -0.160, -0.140, 0.079, 0.061, 0.082, 0.063, -0.166, -0.139, 0.083, 0.078, 0.070, 0.075, -0.118, -0.149, 0.088, 0.082, 0.083, 0.035, -0.159, -0.131, 0.069, 0.079, 0.074, 0.050, -0.164, -0.139, 0.083, 0.075, 0.077, 0.054, -0.158, -0.150, 0.081, 0.080, 0.078, 0.030, -0.163, -0.125, 0.079, 0.074, 0.066, 0.059, -0.166, -0.129, 0.085, 0.068, 0.060, 0.072], "homo_energy_ev": -10.98, "total_charge": 1, "homo_lumo_gap_ev": 6.92, "total_energy_ha": -3247.70086, "lumo_energy_ev": -4.1}